Entry 1:
Molecular formula: C48H58CsN2O6P3S
Method: DFT, ωB97M-V/def2-TZVPD

Atoms and positions in Å:
Cs1 0.38946 -0.51455 -1.05814
C1 1.33848 -1.60849 2.99658
C2 0.88587 -2.93732 2.38726
C3 0.95205 -4.05412 3.42116
P1 -0.77354 -2.70240 1.56057
C4 -1.11759 -4.41988 0.93506
C5 -2.45711 -4.39508 0.19912
C6 0.00814 -4.85840 -0.00215
C7 -1.91731 -2.56123 2.99255
C8 -2.38883 -3.66319 3.69758
C9 -3.26129 -3.57738 4.77672
C10 -3.75947 -4.80674 5.48722
C11 -3.68339 -2.29787 5.13457
C12 -3.25489 -1.17492 4.46282
C13 -2.34597 -1.24358 3.36686
N1 -1.98081 -0.19077 2.61072
C14 -2.11591 1.10111 3.01025
C15 -1.89899 1.57813 4.32014
C16 -1.91799 2.93021 4.61737
C17 -2.15490 3.88932 3.64053
C18 -2.12978 5.36223 3.95045
C19 -2.37771 3.42983 2.34323
C20 -2.39993 2.08344 2.00895
P2 -2.44088 1.53451 0.26439
C21 -3.42654 2.86206 -0.61361
C22 -2.50226 3.90397 -1.25446
C23 -4.61478 3.51950 0.11787
C24 -3.66294 0.12073 0.20973
C25 -4.06923 -0.18006 -1.23688
C26 -4.88209 0.21641 1.11955
H1 2.34600 -1.70572 3.41325
H2 0.65615 -1.30607 3.79680
H3 1.36729 -0.80397 2.25699
H4 1.55906 -3.15961 1.55516
H5 0.27389 -3.85751 4.25480
H6 1.96705 -4.13037 3.82697
H7 0.69484 -5.02834 2.99867
H8 -1.18804 -5.13932 1.75566
H9 -2.39265 -3.77250 -0.69679
H10 -3.25483 -3.99601 0.83020
H11 -2.74345 -5.40220 -0.12009
H12 0.29093 -4.07241 -0.70714
H13 -0.30040 -5.72894 -0.58881
H14 0.91546 -5.12299 0.54279
H15 -2.06472 -4.65441 3.39768
H16 -3.07424 -5.64552 5.34577
H17 -4.74221 -5.13013 5.12533
H18 -3.85638 -4.63744 6.56325
H19 -4.38188 -2.17842 5.96059
H20 -3.64032 -0.20704 4.75646
H21 -1.64799 0.86497 5.09559
H22 -1.72336 3.24845 5.63883
H23 -2.08845 5.53178 5.02847
H24 -3.01787 5.87445 3.56876
H25 -1.26070 5.85931 3.50768
H26 -2.53545 4.16972 1.56525
H27 -3.83512 2.27969 -1.44252
H28 -2.10187 4.60001 -0.51311
H29 -3.05146 4.49272 -1.99822
H30 -1.65535 3.42259 -1.74590
H31 -4.47047 4.60042 0.19942
H32 -4.75580 3.13795 1.12803
H33 -5.54752 3.35798 -0.42937
H34 -3.05038 -0.71090 0.56284
H35 -4.90961 0.44436 -1.55667
H36 -4.39027 -1.22164 -1.32333
H37 -3.25307 -0.03213 -1.94998
H38 -5.61330 0.92937 0.72709
H39 -4.60957 0.51920 2.13087
H40 -5.37396 -0.75921 1.19008
O1 3.01456 -3.09426 -1.46792
C27 3.21472 -2.09596 -0.76131
O2 2.39610 -1.49306 -0.01738
C28 4.58514 -1.42449 -0.80071
C29 5.62983 -1.84124 0.02168
C30 6.83158 -1.15624 0.02620
C31 7.01706 -0.05615 -0.80705
C32 5.98713 0.35296 -1.63649
C33 4.76303 -0.31225 -1.63258
P3 3.31168 0.15756 -2.67336
C34 3.12553 1.92925 -2.16746
C35 2.48907 2.82072 -3.03344
C36 2.32699 4.15153 -2.68567
C37 2.78761 4.61544 -1.46017
C38 3.38038 3.72928 -0.57504
C39 3.53682 2.39364 -0.92111
C40 4.18920 0.31965 -4.28180
C41 4.76446 1.46822 -4.81468
C42 5.44585 1.42412 -6.02445
C43 5.56894 0.22965 -6.71675
C44 5.00447 -0.92578 -6.19132
C45 4.31703 -0.87731 -4.98955
H41 5.48738 -2.70598 0.65903
H42 7.63098 -1.47423 0.68635
H43 7.96316 0.47224 -0.81053
H44 6.13164 1.20203 -2.29635
H45 2.12545 2.45714 -3.98673
H46 1.82934 4.82835 -3.37049
H47 2.65903 5.65579 -1.18730
H48 3.69984 4.06658 0.40340
H49 3.98886 1.70893 -0.21380
H50 4.68469 2.40827 -4.28346
H51 5.88921 2.33026 -6.42116
H52 6.09749 0.19821 -7.66212
H53 5.09785 -1.86782 -6.71783
H54 3.87265 -1.77955 -4.58205
O3 0.43451 3.10407 0.13872
C46 0.20021 2.10321 0.61250
N2 -0.34496 -2.68251 -3.72691
C47 -1.13356 -3.52201 -3.58825
H55 0.26922 -1.90429 -3.91744
C48 -0.88221 2.36787 -4.89043
S1 -0.58403 0.87002 -3.94883
O4 0.75118 0.36227 -4.32006
O5 -1.65035 -0.04710 -4.31704
O6 -0.64666 1.27825 -2.54375
H56 -1.54017 2.12197 -5.72013
H57 0.06005 2.76243 -5.26613
H58 -1.35782 3.09466 -4.23620

Results
Total charge: -2
E: -105234.84489 eV
Highest occupied orbital energy: -0.048 Eh
Molecular weight: 1016.89 g/mol

---

Entry 2:
Molecular formula: C48H59N2O
Method: DFT, ωB97M-V/def2-TZVPD

Atoms and positions in Å:
C1 -1.67837 -2.10522 -3.99818
C2 -1.30393 -0.62793 -4.30255
C3 -2.26999 0.42897 -3.67978
C4 -1.52403 1.29374 -2.62309
C5 -1.85787 0.92324 -1.12768
C6 -3.12788 1.70389 -0.83105
C7 -3.62642 1.59946 0.61156
N1 -3.22099 0.33431 1.26839
C8 -1.91551 -0.57793 -1.11422
N2 -0.76346 -1.05261 -0.92088
C9 0.27394 -0.01650 -0.71585
C10 -0.63729 1.09575 -0.21875
C11 -0.04049 2.49789 -0.11253
C12 0.73009 2.61110 1.18694
O1 1.69920 1.99995 1.34343
H1 -0.88483 -2.55762 -3.40769
H2 -1.73385 -2.69579 -4.90168
H3 -2.61521 -2.17226 -3.45108
H4 -0.27679 -0.47590 -3.98548
H5 -1.29837 -0.48610 -5.37578
H6 -3.21107 0.00886 -3.32877
H7 -2.53222 1.10526 -4.48484
H8 -0.46067 1.26901 -2.82040
H9 -1.81909 2.32073 -2.79433
H10 -2.89465 2.74617 -1.02208
H11 -3.88133 1.44060 -1.56798
H12 -3.37033 2.47552 1.19946
H13 -4.71173 1.61166 0.57272
H14 -2.56163 0.52055 2.01661
H15 -4.03608 -0.01546 1.76084
H16 -2.76108 -1.21665 -1.27268
H17 -0.53155 -2.03990 -0.89910
H18 0.73958 0.14414 -1.68523
H19 1.08589 -0.31169 -0.06227
H20 -0.83036 0.80261 0.81345
H21 -0.84040 3.23769 -0.11465
H22 0.60220 2.74650 -0.95380
H23 0.30578 3.25780 1.97658
C13 4.20482 -2.24413 1.22478
C14 4.99677 -3.28040 0.75025
C15 5.44108 -3.26985 -0.56509
C16 5.10035 -2.21797 -1.40443
C17 4.31088 -1.17919 -0.92909
C18 3.85988 -1.19403 0.38458
H24 3.85657 -2.25364 2.25089
H25 5.26795 -4.09779 1.40684
H26 6.05432 -4.08104 -0.93571
H27 5.45167 -2.20710 -2.42837
H28 4.04833 -0.35604 -1.58345
H29 3.24212 -0.38316 0.75603
C19 4.88906 -4.50923 4.47973
C20 5.57426 -5.12428 5.51845
C21 4.91806 -6.02782 6.34231
C22 3.57870 -6.32458 6.12062
C23 2.89571 -5.71343 5.07913
C24 3.54933 -4.80205 4.26144
H30 5.39980 -3.79983 3.83940
H31 6.61926 -4.89759 5.68706
H32 5.44933 -6.50164 7.15783
H33 3.06821 -7.03227 6.76142
H34 1.85243 -5.94600 4.90620
H35 3.01401 -4.32017 3.45170
C25 1.60490 8.44853 1.85328
C26 1.91593 7.72655 2.99773
C27 2.17986 6.36687 2.91117
C28 2.14089 5.73148 1.67746
C29 1.83336 6.45402 0.53207
C30 1.56138 7.81225 0.62047
H36 1.39698 9.50853 1.92219
H37 1.95263 8.22457 3.95810
H38 2.41719 5.80265 3.80436
H39 2.35499 4.67284 1.60958
H40 1.80641 5.95829 -0.43140
H41 1.31765 8.37559 -0.27130
C31 -0.76687 3.06084 -8.89573
C32 -1.49855 2.59265 -7.81340
C33 -2.35547 1.51130 -7.96927
C34 -2.47468 0.89299 -9.20633
C35 -1.74062 1.35945 -10.28760
C36 -0.88970 2.44527 -10.13346
H42 -0.10127 3.90612 -8.77518
H43 -1.40140 3.07292 -6.84680
H44 -2.93032 1.14822 -7.12481
H45 -3.14003 0.04744 -9.32763
H46 -1.83245 0.87668 -11.25208
H47 -0.32147 2.81179 -10.97862
C37 3.23337 -3.08373 7.76238
C38 2.96143 -3.20849 9.11771
C39 2.53274 -2.10668 9.84582
C40 2.36760 -0.88068 9.21630
C41 2.63628 -0.75588 7.86002
C42 3.07260 -1.85609 7.13424
H48 3.57035 -3.94209 7.19624
H49 3.08455 -4.16639 9.60791
H50 2.32695 -2.20347 10.90439
H51 2.02980 -0.02229 9.78332
H52 2.50672 0.20087 7.36875
H53 3.28795 -1.75829 6.07695
C43 -6.11557 -2.05897 -2.84694
C44 -7.38741 -2.10207 -3.39951
C45 -8.39711 -1.30364 -2.88023
C46 -8.13398 -0.45493 -1.81359
C47 -6.86177 -0.40873 -1.26254
C48 -5.85478 -1.21365 -1.77685
H54 -5.32865 -2.68519 -3.25049
H55 -7.59239 -2.75905 -4.23481
H56 -9.39054 -1.34232 -3.30752
H57 -8.92112 0.17003 -1.41219
H58 -6.65634 0.25458 -0.43059
H59 -4.86218 -1.18129 -1.34164

Results
Total charge: +1
E: -55753.38007 eV
Highest occupied orbital energy: -0.385 Eh
Molecular weight: 680.01 g/mol

---

Q: Among the records above, which one has the highest E?
A: C48H59N2O